{
  "formula": "C2H4FNaO",
  "method": "ωB97M-V/def2-TZVPD",
  "e_tot_ha": -415.8973,
  "charge": 0,
  "orbital_gap_ev": 6.1,
  "homo_ev": -6.364,
  "symbols": ["O", "C", "C", "H", "H", "H", "F", "Na", "H"],
  "coordinates": [[0.150, -0.766, 0.319], [-1.123, -0.724, -0.383], [-0.632, 0.382, 0.417], [-1.882, -1.392, 0.026], [-1.036, -0.660, -1.470], [-1.007, 0.675, 1.400], [-0.080, 1.442, -0.242], [2.249, -0.164, -0.587], [3.362, 1.205, 0.520]]
}

---

{
  "formula": "C2H4FP",
  "method": "ωB97M-V/def2-TZVPD",
  "de_lowest_kcal_mol": 43.76,
  "smiles": "F[C@@H]1CP1",
  "e_tot_ha": -519.7262,
  "charge": 0,
  "orbital_gap_ev": 9.0,
  "homo_ev": -8.512,
  "symbols": ["C", "C", "F", "P", "H", "H", "H", "H"],
  "coordinates": [[0.004, 0.196, 0.478], [0.126, -1.052, -0.352], [-1.061, -1.568, -0.768], [0.534, 1.050, -1.138], [-0.855, 0.320, 1.053], [0.736, 0.260, 1.215], [0.957, -1.805, -0.568], [-0.656, 0.972, -1.759]]
}

---

{
  "formula": "C2H4FP",
  "method": "ωB97M-V/def2-TZVPD",
  "de_lowest_kcal_mol": 124.00,
  "e_tot_ha": -519.5983,
  "charge": 0,
  "orbital_gap_ev": [9.3, 8.3],
  "homo_ev": [-9.423, -9.096],
  "symbols": ["C", "C", "F", "P", "H", "H", "H", "H"],
  "coordinates": [[0.678, 1.058, 1.119], [-0.840, -0.328, -1.004], [-0.346, 1.796, 1.326], [1.987, 0.567, 1.913], [-0.824, -1.341, -0.753], [-0.686, 0.012, -1.981], [-1.512, 0.171, -0.420], [1.762, 0.946, 3.322]]
}

---

{
  "formula": "C2H4FP",
  "method": "ωB97M-V/def2-TZVPD",
  "de_lowest_kcal_mol": 50.08,
  "spin_multiplicity": 3,
  "e_tot_ha": -519.5628,
  "s_squared": 2.01,
  "charge": 0,
  "orbital_gap_ev": [8.1, 5.7],
  "homo_ev": [-7.980, -9.706],
  "symbols": ["C", "C", "F", "P", "H", "H", "H", "H"],
  "coordinates": [[0.416, -0.020, 0.080], [-1.011, -0.593, 0.051], [0.208, 2.220, -0.193], [1.970, -0.419, 0.106], [-1.563, 0.157, -0.458], [-1.406, -0.785, 1.142], [-1.036, -1.387, -0.580], [2.422, 0.827, -0.149]]
}

---

{
  "formula": "C2H4IN3S",
  "method": "ωB97M-V/def2-TZVPD",
  "de_lowest_kcal_mol": 73.50,
  "e_tot_ha": -938.5404,
  "charge": 0,
  "orbital_gap_ev": [7.8, 7.7],
  "homo_ev": [-9.028, -9.048],
  "symbols": ["C", "C", "N", "N", "N", "S", "I", "H", "H", "H", "H"],
  "coordinates": [[0.789, 0.616, 0.245], [0.253, -0.812, 0.097], [-1.756, -0.268, -0.794], [0.690, 1.145, -1.095], [-1.183, -0.806, 0.142], [-2.005, -1.800, 1.223], [0.040, 2.988, -1.097], [0.026, 1.017, 0.986], [1.888, 0.667, 0.328], [0.608, -1.152, -0.863], [0.650, -1.594, 0.830]]
}

---

{
  "formula": "C2H4INO2",
  "method": "ωB97M-V/def2-TZVPD",
  "de_lowest_kcal_mol": 45.34,
  "e_tot_ha": -581.4596,
  "charge": 0,
  "orbital_gap_ev": 9.1,
  "homo_ev": -8.574,
  "symbols": ["C", "C", "N", "O", "O", "I", "H", "H", "H", "H"],
  "coordinates": [[0.331, 0.046, -0.481], [-1.347, -1.316, 0.571], [0.787, 1.268, -0.697], [1.141, -0.961, -0.996], [-1.252, -2.300, -0.023], [-2.795, 0.128, -0.169], [-1.066, -1.004, 1.571], [0.199, 2.023, -0.168], [1.540, 1.537, -1.323], [0.588, -1.725, -0.763]]
}

---

{
  "formula": "C2H4INO2",
  "method": "ωB97M-V/def2-TZVPD",
  "de_lowest_kcal_mol": 48.28,
  "e_tot_ha": -581.4549,
  "charge": 0,
  "orbital_gap_ev": 8.7,
  "homo_ev": -8.281,
  "symbols": ["C", "C", "N", "O", "O", "I", "H", "H", "H", "H"],
  "coordinates": [[-0.188, -0.895, 0.244], [1.270, 2.039, -0.606], [-0.875, -1.965, -0.216], [-0.625, -0.580, 1.489], [1.640, 2.769, 0.263], [-0.742, 1.827, -1.147], [1.920, 1.584, -1.299], [-0.720, -2.403, -1.079], [-1.449, -2.581, 0.373], [-0.231, 0.205, 1.978]]
}

---

{
  "formula": "C2H4INS",
  "method": "ωB97M-V/def2-TZVPD",
  "de_lowest_kcal_mol": 54.18,
  "e_tot_ha": -829.1365,
  "charge": 0,
  "orbital_gap_ev": 5.7,
  "homo_ev": -9.338,
  "symbols": ["C", "C", "N", "S", "I", "H", "H", "H", "H"],
  "coordinates": [[-0.116, -0.019, 0.010], [-0.552, 0.980, -1.009], [-0.741, -0.429, 0.979], [1.482, -0.632, -0.426], [2.287, -2.232, 2.283], [0.031, 0.684, -1.801], [-0.134, 1.938, -0.760], [-1.618, 0.891, -0.945], [-0.639, -1.180, 1.667]]
}

---

{
  "formula": "C2H4INS",
  "method": "ωB97M-V/def2-TZVPD",
  "de_lowest_kcal_mol": 81.43,
  "e_tot_ha": -829.0931,
  "charge": 0,
  "orbital_gap_ev": [8.0, 7.0],
  "homo_ev": [-9.137, -8.705],
  "symbols": ["C", "C", "N", "S", "I", "H", "H", "H", "H"],
  "coordinates": [[0.208, -0.457, 0.315], [-0.935, 0.341, -0.337], [1.333, 0.281, 0.072], [-0.814, 2.127, 0.121], [3.042, -0.695, -0.034], [0.076, -0.470, 1.368], [0.007, -1.473, -0.069], [-0.922, 0.432, -1.442], [-1.994, -0.086, 0.006]]
}

---

{
  "formula": "C2H4INS2",
  "method": "ωB97M-V/def2-TZVPD",
  "de_lowest_kcal_mol": 0.00,
  "spin_multiplicity": 3,
  "e_tot_ha": -1227.2354,
  "s_squared": 2.02,
  "charge": 0,
  "orbital_gap_ev": [6.9, 7.3],
  "homo_ev": [-6.963, -9.020],
  "symbols": ["C", "C", "N", "S", "S", "I", "H", "H", "H", "H"],
  "coordinates": [[0.881, 1.958, 0.281], [0.362, -1.009, -0.220], [1.330, -0.371, 0.601], [1.930, 2.688, -0.659], [-0.570, 2.200, 1.128], [3.256, -0.333, -0.211], [0.507, -2.079, -0.288], [-0.585, -0.927, 0.287], [0.157, -0.637, -1.246], [-0.722, 3.395, 0.724]]
}